w | A structure of composition C2H5O2S, computed with the ωB97M-V functional and the def2-TZVPD basis.

## Properties
Charge   -1

Each line ends with the Mulliken charge.
Cartesian coordinates (Å):
1 O 0.56 -1.55 1.82  -0.6219
2 C 0.24 -0.97 0.78  0.6527
3 O 0.66 -1.21 -0.46  -0.4617
4 C -0.86 0.14 0.86  -0.9188
5 H 0.83 -0.27 -0.96  0.2858
6 H -1.48 0.07 -0.05  0.3374
7 H -0.31 1.09 0.80  0.2284
8 H -1.38 0.02 1.82  0.2718
9 S 0.68 1.35 -1.67  -0.7878
10 H 1.05 1.34 -2.95  0.0142



x | A cluster of 2 separate species, C2H5O2S in total, computed with the ωB97M-V functional and the def2-TZVPD basis.

## Properties
Charge   -1

Each line ends with the Mulliken charge.
Cartesian coordinates (Å):
1 C -0.23 1.65 0.30  -0.7549
2 S 1.52 1.28 0.06  -0.2762
3 H -0.68 0.93 0.97  0.2714
4 H -0.75 1.68 -0.66  0.2494
5 H -0.28 2.64 0.71  0.2754
6 O -0.48 -2.74 0.77  -0.6340
7 C -0.23 -2.02 -0.22  0.0757
8 O 0.88 -1.76 -0.77  -0.7157
9 H -1.11 -1.63 -0.81  0.3087
10 H 1.36 -0.02 -0.35  0.2003



The data favor w; the next most stable structure lies 0.392 eV above it.



w | The ion C4H9N2S2 with charge +1, computed with the ωB97M-V functional and the def2-TZVPD basis.

## Properties
SMILES   C[N@@H+]1C=CNC1(S)S
Charge   +1

Each line ends with the Mulliken charge.
Cartesian coordinates (Å):
1 C -0.19 0.72 1.64  -0.9159
2 N -0.30 0.42 0.18  0.0563
3 C -1.35 -0.52 -0.32  -0.5896
4 C -0.91 -1.29 -1.28  -0.2323
5 N 0.42 -1.00 -1.55  -0.3234
6 C 0.94 -0.13 -0.54  0.2271
7 S 1.78 1.21 -1.52  -0.2299
8 S 2.06 -0.88 0.67  -0.1338
9 H -0.41 -0.23 2.26  0.3540
10 H 0.85 1.16 1.99  0.3785
11 H -0.99 1.35 2.00  0.3892
12 H -0.43 1.40 -0.22  0.4751
13 H -2.35 -0.38 -0.05  0.4799
14 H -1.46 -1.92 -1.94  0.4483
15 H 0.93 -1.70 -1.98  0.2202
16 H 1.75 0.68 -2.78  0.2047
17 H 1.74 -2.18 0.17  0.1917



x | A cluster of 2 separate species, C4H9N2S2 in total, computed with the ωB97M-V functional and the def2-TZVPD basis.

## Properties
Charge   +1

Each line ends with the Mulliken charge.
Cartesian coordinates (Å):
1 C 3.05 0.50 -0.33  -0.3058
2 C -1.18 -1.46 1.19  -0.4736
3 C -1.55 0.31 -0.59  -0.3971
4 C -0.67 1.13 1.82  -0.2095
5 N 1.94 0.02 -0.56  -0.3528
6 N -2.01 -0.97 0.00  -0.1778
7 S -0.17 -0.40 2.07  0.1481
8 S -1.42 1.80 0.43  0.0315
9 H 3.27 0.73 0.66  0.2402
10 H 3.90 0.73 -0.99  0.2290
11 H -0.55 -2.34 0.88  0.2407
12 H 1.82 -0.05 -1.51  0.2116
13 H -0.57 0.24 -1.08  0.1520
14 H -2.09 0.54 -1.57  0.4172
15 H -0.39 1.85 2.52  0.4118
16 H -2.03 -1.88 -0.61  0.4258
17 H -3.00 -0.85 0.39  0.4087



The data favor w; the next most stable structure lies 2.082 eV above it.



w | An isolated molecule of C2H3BrClNO, computed with the ωB97M-V functional and the def2-TZVPD basis.

## Properties
SMILES   CC(=O)N(Cl)Br
Charge   0

Each line ends with the Mulliken charge.
Cartesian coordinates (Å):
1 C -0.57 0.39 1.00  -1.0170
2 C 0.41 0.43 -0.02  0.7354
3 O 1.17 1.32 -0.19  -0.4405
4 N 0.11 -0.61 -1.17  -0.1807
5 Cl -0.31 -2.19 -0.72  -0.0521
6 Br 1.57 -0.53 -2.39  -0.0015
7 H -0.61 -0.67 1.41  0.3670
8 H -1.43 0.63 0.42  0.2988
9 H -0.36 1.24 1.65  0.2906



x | A cluster of 2 separate species, C2H3BrClNO in total, computed with the ωB97M-V functional and the def2-TZVPD basis.

## Properties
SMILES   [H]/N=C\Br.O=CCl
Charge   0

Each line ends with the Mulliken charge.
Cartesian coordinates (Å):
1 H -1.12 -2.41 -0.26  0.2653
2 N -0.57 -1.81 0.27  -0.3744
3 C 0.54 -1.56 -0.13  -0.1052
4 Br 1.26 -1.98 -1.88  -0.1645
5 H 1.13 -0.84 0.49  0.3837
6 O -0.18 1.24 1.25  -0.2985
7 C -0.37 2.16 0.54  0.1039
8 Cl -0.34 1.99 -1.21  -0.1311
9 H -0.33 3.22 0.93  0.3209



y | A cluster of 2 separate species, C2H3BrClNO in total, computed with the ωB97M-V functional and the def2-TZVPD basis.

## Properties
SMILES   [H]/N=C\Br.O=CCl
Charge   0

Each line ends with the Mulliken charge.
Cartesian coordinates (Å):
1 H -1.62 1.79 -1.59  0.2991
2 N -1.27 2.01 -0.67  -0.4452
3 C -1.29 1.06 0.09  -0.0223
4 Br -2.00 -0.74 -0.12  -0.1622
5 H -0.91 1.04 1.17  0.3210
6 O 1.32 -0.67 1.38  -0.3341
7 C 1.75 -1.36 0.51  0.1657
8 Cl 1.81 -0.81 -1.23  -0.1609
9 H 2.20 -2.33 0.46  0.3389



The data favor y; the next most stable structure lies 0.115 eV above it.



w | A structure of composition C4H6IN, computed with the ωB97M-V functional and the def2-TZVPD basis.

## Properties
Charge   0

Each line ends with the Mulliken charge.
Cartesian coordinates (Å):
1 C 1.16 -1.25 -1.69  0.1585
2 C 1.08 -0.74 -0.50  -0.4072
3 C 2.51 -0.94 -0.98  -0.6042
4 C -2.39 1.33 1.19  -0.6084
5 N -1.64 0.43 1.84  -0.5281
6 I 0.18 0.08 1.33  0.4018
7 H 0.95 -2.04 -2.41  0.3152
8 H 3.17 -1.71 -0.67  0.2653
9 H 2.94 0.08 -1.06  0.1949
10 H -1.87 2.24 0.99  0.3139
11 H -2.78 1.03 0.19  0.2359
12 H -3.31 1.49 1.77  0.2626



x | An isolated molecule of C4H6IN, computed with the ωB97M-V functional and the def2-TZVPD basis.

## Properties
SMILES   CCC1=N[C@H]1I
Charge   0

Each line ends with the Mulliken charge.
Cartesian coordinates (Å):
1 C -0.92 -0.51 -0.58  -0.9546
2 C -0.45 0.55 0.43  -0.2279
3 C 0.94 0.51 0.93  0.0893
4 N 1.72 0.30 1.90  -0.5136
5 C 2.43 0.97 0.81  -0.1448
6 I 3.93 -0.18 -0.34  -0.0504
7 H -0.50 -0.64 -1.65  0.3133
8 H -1.99 -0.32 -0.80  0.2820
9 H -0.76 -1.51 -0.11  0.2937
10 H -0.99 0.36 1.31  0.2687
11 H -0.43 1.62 0.18  0.2405
12 H 2.54 2.07 0.86  0.4039



The data favor x; the next most stable structure lies 4.908 eV above it.



w | A cluster of 2 separate species, C5H11NO4 in total, computed with the ωB97M-V functional and the def2-TZVPD basis.

## Properties
SMILES   CC(=O)ON.COC(C)=O
Charge   0

Each line ends with the Mulliken charge.
Cartesian coordinates (Å):
1 C -2.50 0.42 -0.38  -0.7317
2 C -1.27 1.20 -0.74  0.8651
3 O -0.64 1.98 -0.10  -0.5653
4 O -0.98 0.73 -2.05  -0.2045
5 N 0.23 1.07 -2.74  -0.5308
6 H -2.82 -0.06 -1.32  0.2777
7 H -2.23 -0.35 0.33  0.1402
8 H -3.24 1.08 0.05  0.2746
9 H 0.43 0.23 -3.28  0.2433
10 H 0.00 1.83 -3.39  0.2389
11 C 1.72 0.02 0.04  -0.7800
12 O 0.48 -0.64 0.22  -0.2850
13 C 0.15 -1.24 1.37  0.8971
14 C 1.19 -1.29 2.45  -1.1802
15 O -0.95 -1.70 1.49  -0.6145
16 H 1.68 0.51 -0.93  0.2892
17 H 2.55 -0.70 0.03  0.3463
18 H 1.87 0.78 0.80  0.3300
19 H 1.41 -0.28 2.80  0.3279
20 H 0.81 -1.88 3.28  0.3054
21 H 2.12 -1.71 2.08  0.3562



x | An isolated molecule of C5H11NO4, computed with the ωB97M-V functional and the def2-TZVPD basis.

## Properties
SMILES   CCC(O)(O)[C@H](C)[N+](=O)[O-]
Charge   0

Each line ends with the Mulliken charge.
Cartesian coordinates (Å):
1 C -2.02 -0.34 1.19  -1.0801
2 C -1.60 -0.71 -0.22  -0.7429
3 C -0.09 -0.86 -0.38  0.3678
4 O 0.30 -0.96 -1.71  -0.5494
5 O 0.25 -1.98 0.42  -0.5293
6 C 0.64 0.64 0.22  0.2520
7 C 0.71 1.87 -0.61  -1.3152
8 N 2.02 0.17 0.27  0.9128
9 O 2.32 -0.64 1.12  -0.6364
10 O 2.84 0.56 -0.58  -0.6069
11 H -1.61 0.57 1.63  0.3161
12 H -3.16 -0.18 1.31  0.3174
13 H -1.61 -1.05 1.96  0.3005
14 H -1.98 -1.55 -0.59  0.5235
15 H -1.83 0.07 -1.00  0.2819
16 H 1.24 -0.89 -1.96  0.4293
17 H 1.20 -2.23 0.27  0.3986
18 H 0.14 0.84 1.21  0.4020
19 H 0.49 1.65 -1.72  0.2355
20 H 1.71 2.33 -0.57  0.4083
21 H 0.06 2.70 -0.27  0.3147



The data favor w; the next most stable structure lies 2.517 eV above it.



w | A structure of composition C8H13N3O, computed with the ωB97M-V functional and the def2-TZVPD basis.

## Properties
Charge   0

Each line ends with the Mulliken charge.
Cartesian coordinates (Å):
1 C 2.32 -2.06 1.26  -0.6269
2 C 1.81 -0.77 1.03  -0.3402
3 C -1.46 0.88 -1.22  -0.7761
4 C -1.68 -0.49 -0.41  -0.7836
5 C -0.61 1.82 -0.33  -0.7724
6 C -0.34 -1.16 -0.13  -1.0288
7 C 0.69 1.21 0.19  -0.8924
8 C 0.49 -0.21 0.72  1.4033
9 N 2.79 0.78 3.22  0.3005
10 N 3.36 -1.56 2.01  -0.3352
11 N 2.87 -0.23 1.60  -0.4780
12 O 2.06 1.66 3.22  -0.1963
13 H 2.09 -3.02 1.00  0.4977
14 H -1.15 0.70 -2.20  0.3826
15 H -2.52 1.26 -1.36  0.3472
16 H -2.05 -0.32 0.60  0.3362
17 H -2.52 -0.95 -0.92  0.3633
18 H -0.52 2.76 -0.87  0.3651
19 H -1.16 2.07 0.58  0.3257
20 H -0.40 -2.02 0.54  0.4416
21 H 0.11 -1.51 -1.06  0.3394
22 H 1.53 1.23 -0.44  0.5223
23 H 1.03 1.86 0.99  0.2602
24 H 0.01 -0.11 1.64  0.1275
25 H 4.27 -1.80 1.77  0.2172



x | An isolated molecule of C8H13N3O, computed with the ωB97M-V functional and the def2-TZVPD basis.

## Properties
SMILES   N#C[C@](N)(C=O)N1CCCCC1
Charge   0

Each line ends with the Mulliken charge.
Cartesian coordinates (Å):
1 N -1.58 -1.45 2.68  -0.5394
2 C -0.64 -0.92 2.32  -0.0286
3 C 0.49 -0.15 1.65  1.1380
4 N 1.81 -0.68 1.86  -0.6282
5 C 0.61 1.23 2.33  -0.4877
6 O 0.46 1.39 3.47  -0.4205
7 N 0.17 -0.09 0.23  0.1194
8 C -1.08 0.63 0.05  -0.8172
9 C -1.10 1.19 -1.35  -0.8512
10 C -0.65 0.11 -2.50  -1.0524
11 C 0.59 -0.73 -2.10  -0.6022
12 C 0.37 -1.21 -0.64  -0.8227
13 H 2.22 -0.54 2.78  0.2791
14 H 2.23 -0.52 1.01  0.2201
15 H 0.96 2.00 1.67  0.4543
16 H -1.11 1.42 0.80  0.4830
17 H -1.97 -0.04 0.14  0.3669
18 H -0.55 2.13 -1.40  0.3258
19 H -2.10 1.40 -1.51  0.4392
20 H -1.45 -0.44 -2.65  0.4643
21 H -0.45 0.69 -3.29  0.4535
22 H 0.57 -1.59 -2.72  0.3783
23 H 1.49 -0.08 -2.01  0.2906
24 H -0.52 -1.85 -0.66  0.3691
25 H 1.23 -1.91 -0.17  0.4688



The data favor x; the next most stable structure lies 4.170 eV above it.



w | An isolated molecule of CH2O3S2, computed with the ωB97M-V functional and the def2-TZVPD basis.

## Properties
Charge   0

Each line ends with the Mulliken charge.
Cartesian coordinates (Å):
1 C 0.48 -0.20 0.48  0.1554
2 O -1.96 0.15 -1.18  -0.3826
3 O -0.45 0.85 0.71  -0.3173
4 O -0.37 -1.33 0.38  -0.3991
5 S 1.43 -0.10 -1.02  -0.1636
6 S -1.72 -0.12 0.19  0.6774
7 H 1.14 -0.37 1.39  0.3425
8 H 1.46 1.11 -0.96  0.0873



x | An isolated molecule of CH2O3S2, computed with the ωB97M-V functional and the def2-TZVPD basis.

## Properties
Charge   0

Each line ends with the Mulliken charge.
Cartesian coordinates (Å):
1 C -0.65 0.69 -0.28  -0.2108
2 O 0.67 -0.80 1.51  -0.5932
3 O 1.48 -2.34 -0.19  -0.4230
4 O 0.30 0.04 -0.91  -0.3627
5 S -0.90 2.36 -0.79  0.1358
6 S 1.44 -1.00 0.25  0.7279
7 H -1.70 0.36 -0.46  0.3281
8 H -0.63 0.68 0.87  0.3979



The data favor w; the next most stable structure lies 2.859 eV above it.



w | A cluster of 2 separate species, C6H10N2O2 in total, computed with the ωB97M-V functional and the def2-TZVPD basis.

## Properties
SMILES   CC(=O)C[C@@]1(C#N)CN1.O
Charge   0

Each line ends with the Mulliken charge.
Cartesian coordinates (Å):
1 C 3.14 -0.80 0.05  -1.3042
2 C 1.71 -0.78 0.51  0.7918
3 O 1.32 -1.51 1.40  -0.5792
4 C 0.81 0.22 -0.18  -0.7725
5 C -0.69 -0.06 -0.21  1.1990
6 C -1.46 1.03 -0.84  -0.0775
7 N -1.93 1.75 -1.64  -0.6075
8 C -1.24 -1.44 -0.34  -0.7566
9 N -1.41 -0.69 0.89  -0.6532
10 H 3.77 -1.35 0.75  0.3619
11 H 3.17 -1.28 -0.94  0.3096
12 H 3.51 0.23 -0.09  0.3557
13 H 1.00 1.18 0.33  0.4288
14 H 1.16 0.36 -1.21  0.3876
15 H -2.15 -1.60 -0.93  0.3200
16 H -0.52 -2.25 -0.36  0.2620
17 H -0.74 -1.01 1.59  0.3580
18 O -3.50 2.63 0.54  -0.6879
19 H -2.75 2.52 1.15  0.2984
20 H -3.21 2.86 -0.44  0.3660



x | A cluster of 2 separate species, C6H10N2O2 in total, computed with the ωB97M-V functional and the def2-TZVPD basis.

## Properties
SMILES   CN1[C@@H]2[C@@H]3NC(=O)[C@@H]3[C@@H]21.O
Charge   0

Each line ends with the Mulliken charge.
Cartesian coordinates (Å):
1 C -2.34 1.48 1.00  -0.9592
2 N -1.14 0.76 0.60  -0.1729
3 C -1.36 -0.27 -0.41  -0.4176
4 C -0.04 -1.04 -0.62  -0.2250
5 N 0.86 -1.22 0.52  -0.4354
6 C 1.51 0.12 0.29  0.4525
7 O 2.12 0.87 1.02  -0.5889
8 C 0.65 0.31 -0.97  -0.1752
9 C -0.69 1.02 -0.76  -0.3758
10 H -3.05 1.63 0.17  0.3459
11 H -2.84 0.92 1.80  0.3047
12 H -2.05 2.47 1.39  0.3157
13 H -2.37 -0.62 -0.63  0.4236
14 H -0.07 -1.86 -1.34  0.4168
15 H 0.63 -1.57 1.44  0.2469
16 H 1.17 0.44 -1.93  0.4362
17 H -1.07 1.88 -1.32  0.4139
18 O 3.60 -1.54 0.19  -0.6692
19 H 2.78 -2.18 0.35  0.3597
20 H 3.70 -1.59 -0.78  0.3035



y | An isolated molecule of C6H10N2O2, computed with the ωB97M-V functional and the def2-TZVPD basis.

## Properties
SMILES   C[C@@H](C#N)[C@@](C)(O)C(N)=O
Charge   0

Each line ends with the Mulliken charge.
Cartesian coordinates (Å):
1 C 0.48 0.32 1.94  -1.4391
2 C 0.48 0.94 0.55  0.0913
3 C 1.86 0.65 -0.13  -0.0419
4 N 2.98 0.58 -0.36  -0.5113
5 C -0.55 0.45 -0.48  1.3865
6 C -1.79 -0.21 0.12  -1.7506
7 O -0.93 1.55 -1.27  -0.6699
8 C 0.21 -0.55 -1.41  0.3431
9 N 0.54 -1.75 -0.85  -0.3173
10 O 0.17 -0.35 -2.61  -0.6432
11 H 1.30 0.74 2.52  0.4668
12 H 0.60 -0.76 1.90  0.2806
13 H -0.46 0.54 2.43  0.3506
14 H 0.41 2.03 0.60  0.4156
15 H -2.43 -0.56 -0.69  0.4053
16 H -2.34 0.52 0.71  0.3966
17 H -1.55 -1.06 0.75  0.3533
18 H -0.77 1.28 -2.20  0.4030
19 H 1.10 -1.84 -0.02  0.2221
20 H 0.69 -2.51 -1.51  0.2584



The data favor y; the next most stable structure lies 1.661 eV above it.